The following is a quantum chemistry calculation of a molecular structure, C30H17N3O11V, from OMol25.

## Properties
Max |F| ... 0.693 eV/Å
Kohn-Sham gap ... 5.99 eV
HOMO energy ... -5.8 eV
E_tot ... -84064.6018 eV
Net charge ... -1

Each line ends with the Mulliken charge.
Positions of all 62 atoms, in Å:
V (-0.37, 0.20, -0.18)  0.12
O (-3.68, 1.55, 1.59)  -0.68
C (-2.83, 0.74, 1.32)  -0.12
O (-1.90, 0.97, 0.40)  -0.29
C (-2.79, -0.61, 1.97)  0.53
C (-3.80, -0.90, 2.87)  -0.67
C (-3.85, -2.14, 3.47)  -0.66
C (-2.92, -3.12, 3.19)  -0.34
C (-1.90, -2.83, 2.30)  -0.45
C (-1.79, -1.57, 1.66)  0.22
O (-0.83, -1.32, 0.83)  0.71
N (-0.95, -3.92, 2.05)  0.89
O (0.15, -3.65, 1.60)  -0.47
O (-1.31, -5.05, 2.31)  -0.64
N (-4.92, -2.43, 4.43)  1.06
O (-4.93, -3.54, 4.94)  -0.64
O (-5.74, -1.56, 4.65)  -0.64
H (-4.54, -0.14, 3.08)  0.65
H (-2.98, -4.09, 3.65)  0.68
O (5.99, -0.60, -3.11)  -0.72
C (5.44, -1.54, -2.51)  0.45
O (5.81, -2.70, -2.28)  -0.73
C (4.04, -1.19, -1.94)  0.08
C (3.30, -2.14, -1.24)  -1.48
C (2.05, -1.81, -0.74)  0.01
N (1.53, -0.60, -0.90)  0.93
C (2.23, 0.32, -1.58)  0.99
C (3.48, 0.07, -2.11)  -0.96
C (1.52, 1.62, -1.72)  -0.25
O (1.95, 2.60, -2.26)  -0.63
O (0.29, 1.57, -1.16)  -0.86
H (3.73, -3.12, -1.11)  0.54
H (1.45, -2.53, -0.19)  0.46
H (4.03, 0.83, -2.65)  0.63
C (1.40, 4.49, 3.02)  -0.57
C (0.52, 4.27, 1.95)  -1.11
C (0.35, 3.03, 1.41)  -0.39
C (1.06, 1.90, 1.91)  0.65
C (0.95, 0.56, 1.41)  1.03
C (1.60, -0.46, 2.05)  0.46
C (2.44, -0.23, 3.15)  -1.43
C (2.61, 1.04, 3.62)  -0.89
C (1.93, 2.12, 3.02)  1.03
C (2.08, 3.43, 3.55)  -0.90
H (1.53, 5.48, 3.43)  0.39
H (-0.04, 5.11, 1.54)  0.42
H (-0.34, 2.92, 0.59)  0.41
H (1.47, -1.48, 1.71)  0.44
H (2.95, -1.06, 3.61)  0.46
H (3.27, 1.24, 4.46)  0.38
H (2.76, 3.57, 4.38)  0.38
C (-1.77, -2.35, -4.05)  -0.55
C (-1.42, -3.04, -2.90)  -0.91
C (-0.96, -2.36, -1.78)  0.25
C (-0.83, -0.98, -1.81)  1.14
C (-1.17, -0.28, -2.96)  -0.42
C (-1.64, -0.97, -4.08)  -0.88
H (-2.12, -2.88, -4.92)  0.39
H (-1.52, -4.12, -2.86)  0.44
H (-0.70, -2.92, -0.89)  0.19
H (-1.07, 0.80, -3.01)  0.42
H (-1.90, -0.41, -4.97)  0.40